Record 1
{
  "formula": "C27H65GaIO7",
  "method": "ωB97M-V/def2-TZVPD",
  "homo_lumo_gap_ev": 6.7,
  "multiplicity": 1,
  "charge": -1,
  "e_tot_ha": -3816.8103,
  "elements": ["C", "C", "O", "O", "C", "C", "C", "C", "C", "Ga", "I", "H", "H", "H", "H", "H", "H", "H", "H", "H", "H", "H", "H", "H", "H", "H", "C", "C", "O", "C", "C", "H", "H", "H", "H", "H", "H", "H", "H", "H", "H", "C", "C", "O", "C", "C", "H", "H", "H", "H", "H", "H", "H", "H", "H", "H", "C", "C", "O", "C", "C", "H", "H", "H", "H", "H", "H", "H", "H", "H", "H", "C", "C", "O", "C", "C", "H", "H", "H", "H", "H", "H", "H", "H", "H", "H", "C", "C", "O", "C", "C", "H", "H", "H", "H", "H", "H", "H", "H", "H", "H"],
  "positions_angstrom": [[-0.67, -0.62, 2.38], [-0.78, -0.60, 0.79], [-0.47, 0.45, 0.18], [-1.17, -1.71, 0.00], [-2.43, -1.46, -0.70], [-3.70, -1.30, 0.27], [-4.27, -2.73, 0.81], [-3.44, -3.06, 2.13], [-3.73, -4.55, 2.72], [-1.89, -5.16, 3.52], [-0.35, -5.77, 1.45], [-1.40, -1.33, 2.88], [0.40, -0.92, 2.67], [-0.85, 0.41, 2.85], [-2.25, -0.52, -1.34], [-2.65, -2.32, -1.41], [-3.50, -0.57, 1.12], [-4.55, -0.87, -0.37], [-5.39, -2.68, 1.03], [-4.02, -3.47, -0.03], [-3.51, -2.25, 2.93], [-2.33, -3.09, 1.81], [-4.11, -5.27, 1.92], [-4.52, -4.47, 3.56], [-1.26, -3.81, 4.16], [-2.03, -6.35, 4.58], [-6.08, -0.03, 6.49], [-4.87, -0.80, 5.98], [-4.31, -0.27, 4.79], [-3.83, 1.06, 4.85], [-2.70, 1.25, 5.84], [-6.83, 0.06, 5.70], [-6.52, -0.54, 7.35], [-5.81, 0.98, 6.80], [-5.17, -1.82, 5.75], [-4.10, -0.87, 6.76], [-4.64, 1.76, 5.04], [-3.46, 1.29, 3.84], [-3.03, 1.10, 6.87], [-2.29, 2.26, 5.77], [-1.89, 0.53, 5.65], [2.84, 1.17, -4.18], [3.36, -0.10, -3.53], [4.15, 0.13, -2.37], [3.49, 0.79, -1.29], [2.30, 0.02, -0.74], [3.66, 1.86, -4.38], [2.34, 0.94, -5.12], [2.13, 1.69, -3.53], [4.02, -0.62, -4.24], [2.54, -0.79, -3.30], [3.20, 1.81, -1.58], [4.24, 0.89, -0.49], [1.49, -0.05, -1.48], [1.90, 0.52, 0.14], [2.59, -1.00, -0.48], [3.18, 4.90, -4.09], [2.60, 6.30, -4.20], [2.68, 6.84, -5.51], [2.00, 6.13, -6.53], [0.50, 6.03, -6.31], [4.21, 4.88, -4.47], [3.18, 4.57, -3.05], [2.61, 4.18, -4.67], [3.16, 6.97, -3.55], [1.56, 6.32, -3.85], [2.44, 5.14, -6.67], [2.18, 6.68, -7.46], [0.26, 5.43, -5.43], [0.01, 5.57, -7.17], [0.07, 7.02, -6.15], [4.53, 9.11, -0.97], [4.59, 8.81, 0.52], [3.83, 7.67, 0.90], [4.21, 6.43, 0.32], [5.63, 6.01, 0.66], [3.50, 9.19, -1.31], [5.05, 10.05, -1.18], [5.01, 8.32, -1.55], [4.16, 9.65, 1.07], [5.62, 8.70, 0.86], [4.06, 6.45, -0.77], [3.52, 5.68, 0.71], [6.37, 6.69, 0.23], [5.84, 5.01, 0.28], [5.78, 6.01, 1.75], [-1.31, -8.47, -1.95], [-1.28, -8.78, -0.46], [-2.04, -9.92, -0.10], [-1.65, -11.15, -0.68], [-0.23, -11.57, -0.32], [-2.34, -8.39, -2.31], [-0.79, -7.53, -2.16], [-0.82, -9.26, -2.53], [-1.71, -7.93, 0.08], [-0.25, -8.88, -0.11], [-1.78, -11.12, -1.77], [-2.35, -11.91, -0.31], [0.51, -10.89, -0.74], [-0.02, -12.57, -0.70], [-0.10, -11.58, 0.77]],
  "mulliken_charge": [-0.643, 0.709, -0.629, -0.256, -0.583, -0.232, -0.731, 0.835, -0.941, 0.401, -0.490, 0.056, 0.333, 0.197, 0.309, 0.323, 0.056, 0.323, 0.315, 0.249, -0.216, -0.352, 0.314, 0.268, -0.208, -0.356, -1.098, -0.334, -0.320, -0.331, -1.189, 0.303, 0.388, 0.264, 0.303, 0.329, 0.327, 0.318, 0.345, 0.401, 0.291, -0.886, -0.489, -0.447, -0.284, -0.835, 0.222, 0.465, 0.252, 0.352, 0.302, 0.076, 0.373, 0.251, 0.381, 0.260, -0.843, -0.238, -0.448, -0.293, -1.027, 0.337, 0.342, 0.255, 0.050, 0.308, 0.284, 0.331, 0.255, 0.385, 0.291, -0.986, -0.324, -0.448, 0.187, -1.095, 0.263, 0.427, 0.223, 0.324, 0.281, -0.113, 0.322, 0.264, 0.399, 0.290, -1.037, -0.016, -0.429, -0.324, -1.022, 0.298, 0.344, 0.276, 0.051, 0.279, 0.289, 0.324, 0.257, 0.384, 0.281]
}

Record 2
{
  "formula": "C27H65N3O7",
  "method": "ωB97M-V/def2-TZVPD",
  "homo_lumo_gap_ev": 8.8,
  "multiplicity": 1,
  "e_tot_ha": -1758.5763,
  "smiles": "CC1(C)CCCC(C)(C)N1O.CC1(C)CCCC(C)(C)N1O.CC1(C)CCCC(C)(C)N1O.O.O.O.O",
  "elements": ["O", "H", "H", "O", "H", "H", "O", "H", "H", "O", "H", "H", "C", "C", "C", "C", "C", "C", "N", "O", "C", "C", "C", "H", "H", "H", "H", "H", "H", "H", "H", "H", "H", "H", "H", "H", "H", "H", "H", "H", "H", "H", "C", "C", "C", "C", "C", "C", "N", "O", "C", "C", "C", "H", "H", "H", "H", "H", "H", "H", "H", "H", "H", "H", "H", "H", "H", "H", "H", "H", "H", "H", "C", "C", "C", "C", "C", "C", "N", "O", "C", "C", "C", "H", "H", "H", "H", "H", "H", "H", "H", "H", "H", "H", "H", "H", "H", "H", "H", "H", "H", "H"],
  "positions_angstrom": [[1.58, 5.10, 0.18], [0.92, 5.15, 0.88], [2.37, 4.76, 0.64], [1.47, 2.90, -1.85], [0.86, 3.30, -2.47], [1.74, 3.69, -1.31], [2.91, 3.39, 2.12], [2.61, 2.63, 1.59], [2.60, 3.11, 2.98], [1.53, 1.13, 0.80], [1.35, 1.30, -0.13], [1.53, 0.15, 0.89], [2.04, -1.44, -1.53], [2.55, -2.61, -0.68], [3.74, -3.18, -1.44], [4.38, -4.32, -0.69], [4.73, -3.82, 0.75], [3.57, -3.10, 1.52], [3.00, -2.13, 0.59], [1.93, -1.49, 1.24], [2.62, -4.08, 2.14], [4.28, -2.39, 2.69], [1.38, -3.64, -0.78], [1.07, -1.07, -1.18], [1.85, -1.76, -2.54], [2.69, -0.57, -1.47], [3.33, -3.46, -2.42], [4.40, -2.34, -1.52], [5.30, -4.61, -1.18], [3.67, -5.12, -0.58], [5.61, -3.12, 0.71], [5.09, -4.69, 1.34], [2.31, -4.82, 1.39], [2.99, -4.64, 3.00], [1.69, -3.73, 2.53], [4.91, -3.11, 3.22], [4.92, -1.52, 2.44], [3.58, -2.00, 3.45], [0.84, -3.70, 0.17], [1.76, -4.65, -0.94], [0.65, -3.34, -1.50], [1.16, -2.10, 1.23], [-2.60, 0.89, -4.98], [-1.74, 2.13, -4.61], [-2.37, 3.48, -5.20], [-3.64, 3.83, -4.47], [-3.24, 4.00, -3.00], [-2.61, 2.77, -2.36], [-1.47, 2.37, -3.20], [-0.83, 1.17, -2.75], [-2.12, 3.24, -1.00], [-3.66, 1.71, -2.06], [-0.36, 1.94, -5.30], [-3.65, 0.97, -4.62], [-2.77, 0.76, -6.07], [-2.17, 0.00, -4.55], [-1.60, 4.29, -5.10], [-2.54, 3.25, -6.25], [-4.12, 4.73, -4.82], [-4.35, 3.00, -4.53], [-4.04, 4.38, -2.37], [-2.51, 4.79, -2.96], [-2.83, 3.92, -0.52], [-1.22, 3.86, -1.08], [-1.99, 2.37, -0.37], [-3.29, 0.67, -1.90], [-4.44, 1.68, -2.82], [-4.23, 2.00, -1.18], [-0.55, 1.91, -6.41], [0.33, 2.80, -5.13], [0.10, 1.00, -4.93], [0.06, 1.48, -2.57], [-1.70, -0.89, 0.46], [-1.93, -0.99, 2.00], [-1.70, -2.42, 2.43], [-1.67, -2.55, 3.95], [-0.62, -1.53, 4.51], [-0.75, -0.07, 4.07], [-0.96, -0.12, 2.61], [-1.18, 1.15, 2.08], [-1.80, 0.73, 4.79], [0.62, 0.63, 4.30], [-3.47, -0.62, 2.28], [-0.64, -1.15, 0.21], [-1.82, 0.16, 0.11], [-2.39, -1.50, -0.10], [-2.40, -3.05, 1.93], [-0.78, -2.80, 1.97], [-1.29, -3.53, 4.20], [-2.66, -2.43, 4.43], [0.36, -1.90, 4.23], [-0.68, -1.55, 5.60], [-2.83, 0.46, 4.51], [-1.82, 0.53, 5.85], [-1.82, 1.80, 4.65], [0.65, 1.61, 3.85], [0.66, 0.72, 5.37], [1.39, 0.00, 3.82], [-3.61, 0.47, 2.27], [-3.90, -1.07, 3.17], [-4.08, -0.89, 1.41], [-0.26, 1.38, 1.83]],
  "mulliken_charge": [-0.661, 0.292, 0.336, -0.601, 0.189, 0.300, -0.705, 0.360, 0.307, 0.091, 0.170, 0.380, -1.923, 1.946, -1.323, -0.705, -1.231, 2.059, -0.011, -0.294, -1.663, -1.977, -1.378, -0.210, 0.638, 0.429, 0.297, 0.535, 0.439, 0.307, 0.438, 0.352, 0.357, 0.499, 0.078, 0.473, 0.405, 0.236, 0.182, 0.348, 0.389, -0.308, -1.402, 1.200, -1.172, -0.632, -1.712, 1.988, 0.671, -0.174, -1.818, -1.763, -1.773, 0.292, 0.423, 0.264, 0.316, 0.425, 0.421, 0.314, 0.488, 0.448, 0.430, 0.478, -0.029, 0.261, 0.450, 0.470, 0.453, 0.308, 0.327, 0.211, -0.658, 1.255, -0.296, -0.820, -0.981, 1.325, 1.470, -0.620, -1.783, -1.617, -1.923, -0.607, -0.328, 0.868, 0.532, -0.728, 0.561, 0.342, 0.068, 0.413, 0.361, 0.417, 0.317, 0.306, 0.536, 0.081, 0.441, 0.272, 0.455, 0.337]
}

Record 3
{
  "formula": "C27H66Br2N5O7V",
  "method": "ωB97M-V/def2-TZVPD",
  "homo_lumo_gap_ev": 4.0,
  "multiplicity": 1,
  "e_tot_ha": -7960.4391,
  "elements": ["O", "V", "O", "C", "C", "C", "C", "C", "C", "N", "O", "C", "C", "C", "H", "H", "H", "H", "H", "H", "H", "H", "H", "H", "H", "H", "H", "H", "H", "H", "H", "H", "Br", "C", "C", "Br", "H", "H", "H", "H", "C", "C", "C", "O", "C", "N", "H", "H", "H", "H", "H", "H", "H", "H", "H", "H", "H", "C", "C", "C", "O", "C", "N", "H", "H", "H", "H", "H", "H", "H", "H", "H", "H", "H", "C", "C", "C", "O", "C", "N", "H", "H", "H", "H", "H", "H", "H", "H", "H", "H", "H", "C", "C", "C", "O", "C", "N", "H", "H", "H", "H", "H", "H", "H", "H", "H", "H", "H"],
  "positions_angstrom": [[-20.33, -6.59, -8.20], [-21.44, -7.69, -7.73], [-22.83, -7.31, -8.40], [-22.41, -3.82, -2.94], [-21.41, -3.83, -4.10], [-20.53, -2.53, -3.95], [-19.43, -2.64, -2.91], [-18.61, -3.94, -3.09], [-19.45, -5.30, -3.11], [-20.62, -5.15, -4.03], [-21.35, -6.32, -4.20], [-19.73, -5.80, -1.67], [-18.37, -6.28, -3.61], [-22.13, -3.58, -5.41], [-23.17, -3.08, -3.17], [-21.98, -3.58, -1.96], [-22.90, -4.76, -2.73], [-21.08, -1.75, -3.44], [-20.16, -2.21, -4.93], [-19.85, -2.84, -1.92], [-18.80, -1.75, -2.89], [-17.85, -3.93, -2.30], [-18.01, -3.83, -4.00], [-20.52, -5.24, -1.18], [-18.87, -5.66, -1.01], [-20.05, -6.84, -1.70], [-18.12, -5.90, -4.60], [-18.78, -7.29, -3.73], [-17.50, -6.22, -2.96], [-22.62, -2.62, -5.54], [-22.80, -4.40, -5.71], [-21.43, -3.65, -6.24], [-25.71, -2.09, -10.36], [-26.17, -4.07, -10.55], [-27.31, -4.38, -9.56], [-27.70, -6.36, -9.67], [-25.28, -4.67, -10.33], [-26.47, -4.21, -11.58], [-28.28, -3.88, -9.67], [-26.96, -4.11, -8.56], [-20.78, -7.61, -12.57], [-20.05, -8.94, -12.45], [-18.54, -8.85, -12.61], [-17.95, -10.16, -12.69], [-16.54, -10.31, -12.76], [-20.47, -9.54, -11.17], [-20.37, -6.82, -11.94], [-21.86, -7.64, -12.53], [-20.63, -7.30, -13.61], [-20.44, -9.58, -13.24], [-18.04, -8.39, -11.76], [-18.25, -8.29, -13.49], [-16.31, -11.34, -13.01], [-16.03, -10.15, -11.80], [-16.11, -9.59, -13.46], [-21.39, -9.84, -11.45], [-19.99, -10.42, -11.06], [-21.51, -12.88, -5.46], [-20.90, -11.58, -5.98], [-19.49, -11.69, -6.53], [-19.16, -10.38, -7.01], [-17.87, -10.44, -7.63], [-21.82, -10.93, -6.85], [-21.37, -13.72, -6.14], [-22.56, -12.79, -5.17], [-20.94, -13.18, -4.58], [-20.72, -10.92, -5.12], [-19.47, -12.24, -7.47], [-18.83, -12.03, -5.74], [-17.10, -10.76, -6.93], [-17.48, -9.43, -7.79], [-17.83, -11.04, -8.53], [-22.73, -10.98, -6.40], [-21.80, -11.60, -7.60], [-29.07, -10.93, -5.68], [-27.59, -11.48, -5.53], [-27.47, -12.76, -6.42], [-28.26, -13.76, -5.87], [-27.88, -15.02, -6.42], [-26.65, -10.39, -5.79], [-29.22, -10.29, -6.55], [-29.34, -10.41, -4.77], [-29.83, -11.71, -5.59], [-27.41, -11.63, -4.46], [-26.42, -13.07, -6.48], [-27.76, -12.60, -7.46], [-28.55, -15.74, -5.94], [-26.89, -15.27, -6.04], [-28.03, -15.16, -7.49], [-26.98, -9.67, -5.16], [-26.82, -10.04, -6.72], [-16.67, -3.57, -9.94], [-15.66, -4.43, -9.21], [-14.69, -4.98, -10.29], [-13.82, -5.90, -9.70], [-12.86, -6.39, -10.77], [-15.18, -3.60, -8.06], [-17.47, -3.20, -9.30], [-17.18, -4.23, -10.64], [-16.23, -2.83, -10.61], [-16.12, -5.31, -8.76], [-14.17, -4.14, -10.76], [-15.23, -5.36, -11.15], [-12.33, -7.30, -10.51], [-12.16, -5.59, -11.03], [-13.37, -6.55, -11.73], [-14.62, -4.20, -7.46], [-16.00, -3.34, -7.53]],
  "mulliken_charge": [-0.741, 1.668, -0.809, -1.834, 1.611, -0.990, -0.863, -1.238, 1.222, 0.696, -0.644, -1.571, -1.706, -1.884, 0.471, 0.324, 0.323, 0.346, 0.449, 0.285, 0.416, 0.468, 0.435, 0.333, 0.368, 0.381, 0.428, 0.372, 0.369, 0.365, 0.385, 0.449, -0.181, -0.560, -0.599, -0.172, 0.357, 0.382, 0.401, 0.370, -1.454, 0.494, -0.778, -0.337, -0.729, -0.529, 0.238, 0.392, 0.429, 0.253, 0.356, 0.397, 0.258, 0.272, 0.297, 0.242, 0.239, -1.561, 0.319, -0.921, -0.096, -0.876, -0.355, 0.370, 0.449, 0.382, 0.221, 0.410, 0.340, 0.349, 0.261, 0.315, 0.200, 0.250, -1.269, 0.279, -0.634, -0.310, -0.779, -0.606, 0.298, 0.388, 0.350, 0.250, 0.378, 0.272, 0.276, 0.326, 0.296, 0.271, 0.226, -1.344, 0.526, -0.755, -0.340, -0.771, -0.756, 0.393, 0.354, 0.322, 0.221, 0.387, 0.342, 0.272, 0.323, 0.299, 0.271, 0.261]
}

Record 4
{
  "formula": "C27H66BrF2NO8S",
  "method": "ωB97M-V/def2-TZVPD",
  "homo_lumo_gap_ev": 8.6,
  "multiplicity": 1,
  "e_tot_ha": -4896.7573,
  "elements": ["C", "C", "C", "F", "N", "Br", "S", "O", "O", "F", "H", "H", "H", "H", "H", "H", "C", "C", "O", "C", "C", "H", "H", "H", "H", "H", "H", "H", "H", "H", "H", "C", "C", "O", "C", "C", "H", "H", "H", "H", "H", "H", "H", "H", "H", "H", "C", "C", "O", "C", "C", "H", "H", "H", "H", "H", "H", "H", "H", "H", "H", "C", "C", "O", "C", "C", "H", "H", "H", "H", "H", "H", "H", "H", "H", "H", "C", "C", "O", "C", "C", "H", "H", "H", "H", "H", "H", "H", "H", "H", "H", "C", "C", "O", "C", "C", "H", "H", "H", "H", "H", "H", "H", "H", "H", "H"],
  "positions_angstrom": [[-3.44, 0.69, 2.82], [-4.29, 1.03, 1.55], [-3.39, 1.80, 0.60], [-2.23, 1.09, 0.43], [-3.93, 2.16, -0.74], [-5.72, 1.76, -1.05], [-2.99, 1.61, -2.03], [-2.92, 0.17, -2.15], [-3.50, 2.23, -3.24], [-1.54, 2.19, -1.82], [-2.90, -0.24, 2.70], [-4.10, 0.62, 3.68], [-2.73, 1.50, 2.95], [-5.11, 1.66, 1.90], [-4.64, 0.09, 1.13], [-3.10, 2.73, 1.09], [1.09, 5.44, 2.79], [0.36, 4.22, 2.26], [-1.00, 4.46, 1.91], [-1.22, 5.43, 0.91], [-0.57, 5.10, -0.43], [0.57, 5.84, 3.66], [2.11, 5.18, 3.08], [1.15, 6.24, 2.05], [0.33, 3.45, 3.03], [0.90, 3.78, 1.41], [-0.92, 6.42, 1.26], [-2.30, 5.47, 0.78], [0.52, 5.06, -0.36], [-0.83, 5.86, -1.17], [-0.92, 4.14, -0.78], [0.77, -1.45, 5.45], [-0.25, -2.52, 5.09], [-0.82, -2.36, 3.81], [0.07, -2.39, 2.71], [0.85, -3.68, 2.58], [0.32, -0.46, 5.39], [1.14, -1.61, 6.46], [1.63, -1.46, 4.78], [-1.08, -2.48, 5.80], [0.19, -3.52, 5.20], [0.74, -1.52, 2.75], [-0.55, -2.26, 1.83], [1.50, -3.86, 3.44], [1.48, -3.65, 1.69], [0.18, -4.53, 2.50], [-1.55, -5.89, -0.74], [-3.00, -5.69, -0.34], [-3.24, -4.45, 0.29], [-2.91, -3.32, -0.49], [-3.68, -3.23, -1.80], [-0.90, -5.82, 0.13], [-1.41, -6.87, -1.20], [-1.22, -5.15, -1.46], [-3.29, -6.46, 0.37], [-3.65, -5.81, -1.21], [-1.83, -3.28, -0.67], [-3.15, -2.45, 0.13], [-3.47, -4.07, -2.45], [-3.40, -2.31, -2.33], [-4.76, -3.22, -1.61], [6.71, 5.72, 4.45], [5.35, 6.25, 4.88], [4.32, 5.28, 4.88], [4.52, 4.16, 5.73], [4.66, 4.52, 7.20], [6.64, 5.28, 3.45], [7.44, 6.53, 4.43], [7.08, 4.95, 5.13], [5.02, 7.02, 4.18], [5.42, 6.73, 5.87], [5.38, 3.57, 5.39], [3.64, 3.53, 5.60], [5.53, 5.14, 7.39], [4.76, 3.61, 7.80], [3.78, 5.07, 7.55], [1.16, -6.76, -5.15], [-0.29, -6.56, -4.73], [-0.54, -5.34, -4.06], [-0.25, -4.16, -4.79], [-1.05, -4.01, -6.08], [1.82, -6.69, -4.28], [1.29, -7.73, -5.62], [1.48, -6.00, -5.87], [-0.57, -7.34, -4.02], [-0.96, -6.67, -5.59], [0.82, -4.08, -4.99], [-0.51, -3.33, -4.12], [-0.83, -4.81, -6.79], [-0.82, -3.06, -6.56], [-2.12, -4.05, -5.87], [-0.21, 0.10, -4.01], [0.71, -0.47, -5.08], [0.59, 0.16, -6.34], [0.86, 1.55, -6.38], [2.27, 1.91, -5.95], [-1.25, 0.04, -4.33], [-0.09, -0.45, -3.08], [0.01, 1.15, -3.80], [0.46, -1.51, -5.25], [1.76, -0.44, -4.75], [0.12, 2.10, -5.79], [0.71, 1.85, -7.42], [2.46, 1.64, -4.91], [2.42, 2.99, -6.04], [3.00, 1.40, -6.56]],
  "mulliken_charge": [-0.966, -0.844, 0.657, -0.284, -0.308, 0.057, 1.084, -0.322, -0.656, -0.183, 0.145, 0.385, 0.250, 0.466, 0.479, -0.014, -0.954, -0.339, -0.426, -0.436, -0.731, 0.279, 0.292, 0.276, 0.320, 0.308, 0.374, 0.390, 0.310, 0.413, -0.034, -1.028, -0.343, -0.407, -0.064, -1.215, 0.253, 0.403, 0.266, 0.350, 0.304, 0.315, 0.123, 0.343, 0.397, 0.297, -0.435, -0.449, -0.473, 0.014, -1.010, 0.155, 0.364, -0.071, 0.389, 0.307, 0.190, 0.240, 0.210, 0.296, 0.316, -1.073, -0.326, -0.353, -0.310, -1.069, 0.295, 0.387, 0.271, 0.330, 0.294, 0.306, 0.311, 0.266, 0.387, 0.297, -1.110, -0.358, -0.300, -0.277, -1.042, 0.295, 0.406, 0.256, 0.333, 0.323, 0.360, 0.181, 0.293, 0.395, 0.269, -0.970, -0.003, -0.428, -0.264, -1.042, 0.354, 0.461, 0.349, -0.390, 0.314, 0.259, 0.351, 0.265, 0.393, 0.290]
}

no.,strongest force on any atom (eV Å⁻¹)
1,3.8
2,2.8
3,3.1
4,4.7